A structure of composition C4H5O3Pt. Source: OMol25; level of theory: ωB97M-V/def2-TZVPD.

As for the total charge: +3. The value obtained for the HOMO energy (alpha / beta) is -0.8799 / -0.8794 Eh. The calculation puts the HOMO-LUMO gap (alpha / beta) at 7.97 / 5.19 eV. Its multiplicity is 3. The calculated total energy comes out at -498.7472 Ha.

Geometry (Å):
O -0.752028 0.788324 -0.730109
C -0.425387 -0.463737 -0.759525
C 0.626279 -1.061485 -0.054426
C 0.980902 -2.309888 -0.466614
H -0.957723 -1.017078 -1.540608
H 1.038066 -0.606468 0.843109
H 0.598532 -2.729769 -1.399795
H 1.688857 -2.907745 0.108077
O -1.625869 2.445666 0.309816
C -0.446446 2.065010 0.302186
O 0.351532 1.883447 1.179981
Pt 0.998505 2.334311 2.629193
H -2.075218 1.579412 -0.421287

Cartesian forces (eV/Å) of the 3 atoms listed first:
0.0084 1.8405 0.4860
2.3610 -0.7398 -0.3729
-1.1373 0.3406 0.2070

=====

The molecule C3H4ClFOS. Source: OMol25; level of theory: ωB97M-V/def2-TZVPD.

As for the total charge: 0. The value obtained for the HOMO energy is -0.3345 Eh. Its structure (SMILES) is C[C@](F)(Cl)C(O)=S. The calculation puts the HOMO-LUMO gap at 8.85 eV. Its multiplicity is 1. The calculated total energy comes out at -1150.1454 Ha. The calculation puts the energy relative to the best compared isomer or geometry (same formula, charge and spin) at 24.7 kcal per mole.

Geometry (Å):
C -0.256168 -0.813906 1.126197
C -0.067106 -0.352859 -0.278546
C -0.133724 1.147310 -0.539264
H -0.387229 -1.910204 1.279188
H -1.409524 -0.396476 1.225293
H 0.492940 -0.270067 1.745365
H 1.713481 1.019456 -0.799758
O 0.968395 1.777579 -0.647770
F -0.821809 -1.110123 -1.154414
S -1.687697 1.730202 -0.839171
Cl 1.588441 -0.820912 -1.117120

Cartesian forces (eV/Å) of the 3 atoms listed first:
-2.8337 1.2138 0.0236
1.1932 -2.0902 -2.1420
-3.9602 -0.1201 -0.9589

=====

A cluster of 2 separate species, C3H10Cl2N2Si in total. Source: OMol25; level of theory: ωB97M-V/def2-TZVPD.

As for the total charge: 0. The value obtained for the HOMO energy (alpha / beta) is -0.2980 / -0.3047 Eh. The calculation puts the HOMO-LUMO gap (alpha / beta) at 8.52 / 6.76 eV. Its multiplicity is 1. The calculated total energy comes out at -1439.6241 Ha. The calculation puts the energy relative to the best compared isomer or geometry (same formula, charge and spin) at 72.8 kcal per mole.

Geometry (Å):
C 1.432561 3.455545 0.201661
C -1.989406 -2.745066 0.302950
C 0.915895 3.062470 -1.161269
N -0.401231 -2.083073 -1.336539
N -0.682938 -2.059227 0.134543
Si -0.102620 -0.735534 1.127988
Cl 1.981779 -0.902281 0.804848
Cl -0.660942 -1.010836 3.069126
H 0.517146 3.371303 0.760390
H 1.977858 2.661472 0.740879
H 1.930900 4.361312 0.288841
H -1.982454 -3.721078 -0.130583
H -2.272140 -2.677527 1.402638
H -2.793369 -2.128339 -0.192386
H 1.483208 3.058979 -2.132119
H 0.218366 2.221662 -0.931895
H 0.284907 -2.876095 -1.475941
H 0.142478 -1.253688 -1.473132

Cartesian forces (eV/Å) of the 3 atoms listed first:
-1.1407 -2.0839 -0.6911
-0.7979 2.9655 1.4615
0.6393 -1.4958 0.3503

=====

| no. | largest force on an atom (eV Å⁻¹) |
| --- | --- |
| 1 | 13.6 |
| 2 | 4.1 |
| 3 | 3.4 |